Density functional theory data (the ωB97M-V functional and the def2-TZVPD basis) for a 14-piece molecular cluster, C68H178N14O20 overall.

Each line ends with the Löwdin charge.
Atoms and positions in Å:
1 C 8.690743 2.921115 2.635479  -0.0525
2 C 7.862580 2.179229 1.562392  -0.4510
3 C 6.379291 2.497228 1.503803  -0.1949
4 O 5.741608 1.791859 0.434907  -0.2035
5 C 4.291238 1.870129 0.315864  -0.0763
6 N 8.566833 2.420704 0.334555  0.0493
7 H 8.262035 2.806506 3.628532  0.0697
8 H 8.767501 3.979903 2.380814  0.0768
9 H 9.683567 2.490653 2.674451  0.0735
10 H 7.880355 1.128070 1.842001  0.1220
11 H 6.208601 3.568785 1.379471  0.1140
12 H 5.895515 2.276591 2.454660  0.0977
13 H 3.897887 1.549046 1.281187  0.0664
14 H 3.895128 1.241003 -0.489603  0.0715
15 H 3.951150 2.888774 0.108931  0.0713
16 H 8.744690 3.422900 0.300530  0.0774
17 H 8.048148 2.122615 -0.478986  0.0519
18 C 5.957354 -7.366905 -2.245282  -0.0545
19 C 4.871899 -6.433467 -1.678359  -0.4304
20 C 3.920635 -5.895991 -2.733662  -0.1646
21 O 2.890449 -5.061935 -2.112678  -0.2226
22 C 1.752733 -4.829298 -2.889887  -0.1354
23 N 4.164580 -7.110879 -0.574356  0.0510
24 H 6.687208 -6.970808 -2.954240  0.0814
25 H 5.530609 -8.262384 -2.644462  0.0638
26 H 6.553021 -7.688475 -1.389918  0.0775
27 H 5.354773 -5.518264 -1.300005  0.1227
28 H 3.417278 -6.694388 -3.294818  0.1314
29 H 4.479684 -5.236965 -3.377040  0.1195
30 H 1.263223 -3.963927 -2.432627  0.0543
31 H 1.045773 -5.650518 -2.852259  0.0810
32 H 1.963806 -4.544607 -3.917299  0.0894
33 H 3.819681 -7.997236 -0.906500  0.0649
34 H 3.345614 -6.596381 -0.287570  0.0479
35 C 3.404186 -1.272430 0.987630  -0.0342
36 C 3.736719 -2.746817 1.317348  -0.3960
37 C 2.452747 -3.552830 1.182578  -0.2089
38 O 1.391402 -3.011202 1.961057  -0.2208
39 C 1.587120 -3.227943 3.386153  -0.0586
40 N 4.812007 -3.265567 0.419919  0.0595
41 H 4.309685 -0.668590 1.127428  0.0779
42 H 2.580830 -0.872920 1.597658  0.0611
43 H 3.077196 -1.193255 -0.047350  0.0624
44 H 4.157850 -2.874303 2.317401  0.1305
45 H 2.685812 -4.576263 1.423243  0.1163
46 H 2.065674 -3.406852 0.170248  0.1111
47 H 2.352038 -2.579275 3.793317  0.0603
48 H 1.895530 -4.248602 3.627608  0.0937
49 H 0.678936 -2.867248 3.857556  0.0815
50 H 5.022390 -4.203538 0.758900  0.0657
51 H 4.377316 -3.427228 -0.491029  0.0353
52 C 3.658357 0.061239 6.485678  -0.0616
53 C 3.748601 0.105657 4.994127  -0.4179
54 C 2.524965 0.649261 4.284980  -0.1915
55 O 1.354074 -0.083293 4.653735  -0.2027
56 C 0.142410 0.562713 4.303163  -0.0992
57 N 4.883220 0.971726 4.548480  0.0298
58 H 2.808721 -0.480437 6.832434  0.0670
59 H 3.596509 1.050808 6.882012  0.0726
60 H 4.526795 -0.388286 6.978345  0.0848
61 H 4.038657 -0.873989 4.589516  0.1339
62 H 2.619887 0.567092 3.216616  0.0939
63 H 2.341908 1.666943 4.583593  0.1161
64 H 0.128842 0.811435 3.246992  0.0693
65 H -0.070469 1.401774 4.980732  0.0905
66 H -0.610366 -0.206147 4.443746  0.0761
67 H 4.876783 1.886445 5.013047  0.0779
68 H 5.767531 0.540761 4.847088  0.0803
69 C 3.126864 3.967095 -2.691464  -0.0707
70 C 3.195530 2.594612 -3.411793  -0.4029
71 C 1.907274 2.196173 -3.971581  -0.2099
72 O 1.528896 3.197564 -4.949979  -0.2105
73 C 0.558709 2.751775 -5.879428  -0.0992
74 N 4.332720 2.670184 -4.419122  0.0676
75 H 2.781457 4.760753 -3.401717  0.0903
76 H 4.163592 4.242779 -2.524935  0.0635
77 H 2.557411 4.048890 -1.738337  0.0504
78 H 3.485287 1.866683 -2.635465  0.1125
79 H 1.081457 2.117979 -3.246681  0.1175
80 H 1.944046 1.222943 -4.481438  0.1158
81 H 0.953408 1.911133 -6.453014  0.0895
82 H 0.216965 3.571063 -6.486485  0.0830
83 H -0.336593 2.377533 -5.357797  0.0656
84 H 4.661285 1.710527 -4.521128  0.0472
85 H 3.982277 2.908468 -5.344728  0.0663
86 C 4.270765 6.147254 0.502966  -0.0496
87 C 2.804811 6.541111 0.447341  -0.4552
88 C 1.991861 6.109844 1.664824  -0.1929
89 O 1.953558 4.686045 1.831907  -0.1985
90 C 1.147508 4.250615 2.896041  -0.1224
91 N 2.598692 7.969339 0.289555  0.0644
92 H 4.620541 6.144449 -0.544606  0.0813
93 H 4.446491 5.174684 0.953947  0.0491
94 H 4.806875 6.883403 1.140344  0.0914
95 H 2.361877 5.888104 -0.327325  0.1189
96 H 0.954867 6.444317 1.564176  0.1050
97 H 2.317413 6.588062 2.583324  0.1264
98 H 0.140287 4.711178 2.949034  0.0928
99 H 1.551465 4.522238 3.877089  0.0875
100 H 1.021840 3.175391 2.833523  0.0606
101 H 3.032920 8.265475 -0.567112  0.0739
102 H 1.615246 8.125612 0.143286  0.0390
103 C -1.718177 -0.878753 1.388338  -0.0392
104 C -1.056657 -0.930287 -0.052400  -0.3555
105 C 0.143101 0.029767 -0.241837  -0.2126
106 O -0.247024 1.365410 -0.365152  -0.1680
107 C 0.782749 2.342257 -0.227148  -0.0659
108 N -0.679665 -2.305321 -0.364685  0.0851
109 H -1.090550 -1.455810 2.062038  0.0617
110 H -2.669678 -1.352188 1.189986  0.0285
111 H -1.863250 0.084590 1.864314  0.0569
112 H -1.777183 -0.584678 -0.819817  0.1211
113 H 0.696287 -0.314098 -1.079003  0.0863
114 H 0.745636 -0.110009 0.619820  0.0928
115 H 0.338028 3.303441 0.022414  0.0719
116 H 1.431671 2.471395 -1.110583  0.0590
117 H 1.488664 2.019175 0.559504  0.0800
118 H -1.469663 -2.959948 -0.387390  0.0543
119 H 0.035343 -2.709539 0.227061  0.0450
120 C -4.832704 0.873991 6.612299  -0.0633
121 C -3.564893 1.145023 5.824958  -0.4166
122 C -3.923519 1.827337 4.483093  -0.1916
123 O -5.092103 1.342494 3.893086  -0.2127
124 C -5.026894 0.021065 3.407722  -0.0862
125 N -2.617763 1.998827 6.608692  0.0399
126 H -4.644236 0.500548 7.609650  0.0724
127 H -5.518873 0.209591 6.112805  0.0640
128 H -5.286774 1.842230 6.831937  0.0881
129 H -3.035371 0.192289 5.650579  0.1271
130 H -3.093397 1.718106 3.811411  0.1098
131 H -4.164208 2.876273 4.674580  0.1335
132 H -4.084974 -0.025856 2.877741  0.0739
133 H -5.890076 -0.228437 2.812671  0.0914
134 H -5.070897 -0.681155 4.258483  0.0757
135 H -2.560671 1.612881 7.536600  0.0630
136 H -2.954347 2.949865 6.597374  0.0611
137 C 9.589402 -1.017076 0.311998  -0.1074
138 O 9.716772 -1.813576 -0.836368  -0.1878
139 C 9.910389 -1.062439 -2.014927  -0.2214
140 C 8.724423 -0.249983 -2.501018  -0.2306
141 N 7.534859 -1.052624 -2.568467  -0.0485
142 C 6.294098 -0.314649 -2.470909  -0.1869
143 C 5.164418 -1.286222 -2.646340  -0.2200
144 O 3.934216 -0.609368 -2.802061  -0.2134
145 C 2.833656 -1.442669 -2.958319  -0.1143
146 H 10.368441 -0.243766 0.283917  0.0922
147 H 9.779226 -1.661284 1.167501  0.0886
148 H 8.587169 -0.567680 0.351267  0.0780
149 H 10.033069 -1.764611 -2.825238  0.1198
150 H 10.758509 -0.409302 -1.958964  0.1141
151 H 8.977864 0.206234 -3.455772  0.1214
152 H 8.561668 0.615617 -1.847139  0.0895
153 H 7.599153 -1.743345 -1.827617  0.1137
154 H 6.143977 0.469173 -3.247373  0.1300
155 H 6.161227 0.161793 -1.482713  0.1150
156 H 4.999341 -1.997276 -1.840223  0.0930
157 H 5.313521 -1.928584 -3.532299  0.1297
158 H 2.710173 -2.010346 -2.030487  0.0746
159 H 2.896587 -2.015057 -3.875866  0.0971
160 H 1.971825 -0.799035 -3.024020  0.0591
161 C -0.527726 -2.740305 -4.099294  -0.1202
162 O -1.481160 -1.725288 -4.162003  -0.1824
163 C -0.923406 -0.470600 -3.816449  -0.1997
164 C -2.072397 0.582862 -3.801472  -0.1912
165 N -2.680406 0.849500 -5.103465  -0.0646
166 C -3.837075 1.672380 -5.007012  -0.2191
167 C -4.547014 1.819586 -6.339577  -0.2136
168 O -5.019646 0.557613 -6.802962  -0.2076
169 C -5.804821 0.555587 -7.956811  -0.1243
170 H 0.134960 -2.542867 -3.222330  0.0580
171 H 0.103794 -2.797272 -4.989299  0.0947
172 H -1.166221 -3.611949 -3.924896  0.0869
173 H -0.221503 -0.159278 -4.564422  0.1048
174 H -0.506042 -0.508826 -2.788769  0.0991
175 H -1.717278 1.532308 -3.388813  0.1014
176 H -2.837245 0.112154 -3.182142  0.1011
177 H -2.873517 -0.072179 -5.497306  0.1180
178 H -3.530011 2.695335 -4.712310  0.1314
179 H -4.571677 1.195237 -4.345094  0.1195
180 H -3.954316 2.123676 -7.180034  0.1131
181 H -5.354770 2.545526 -6.296338  0.1171
182 H -5.267290 0.900807 -8.860686  0.0908
183 H -6.663075 1.191121 -7.791779  0.0797
184 H -6.083177 -0.485657 -8.153863  0.0916
185 C -3.667549 11.450119 1.516717  -0.1143
186 O -2.466250 11.057257 0.898039  -0.1948
187 C -2.500619 9.827932 0.230025  -0.2310
188 C -1.065538 9.279795 0.132155  -0.2239
189 N -0.909155 8.116264 -0.673835  -0.0780
190 C -1.703427 6.998568 -0.233927  -0.2114
191 C -1.287366 5.659136 -0.899132  -0.1928
192 O -1.332797 5.907176 -2.310947  -0.1993
193 C -0.840655 4.787355 -3.053226  -0.0848
194 H -3.995666 10.656208 2.208467  0.0854
195 H -4.446521 11.660853 0.748766  0.0956
196 H -3.471102 12.340435 2.132761  0.0893
197 H -2.829723 9.951769 -0.792483  0.1267
198 H -3.092715 9.107998 0.792853  0.1109
199 H -0.556916 9.090194 1.082569  0.1201
200 H -0.487178 10.080040 -0.347412  0.1260
201 H -1.023869 8.235750 -1.663496  0.1113
202 H -2.765697 7.178039 -0.390272  0.1112
203 H -1.507584 6.891361 0.830585  0.1134
204 H -2.024266 4.842355 -0.691254  0.1311
205 H -0.312146 5.350095 -0.492409  0.0972
206 H 0.222439 4.617889 -2.825391  0.0764
207 H -0.931406 5.096021 -4.103766  0.0935
208 H -1.468367 3.882314 -2.887338  0.0848
209 C -1.218581 -10.599820 -1.379909  -0.1198
210 O -1.300008 -9.188055 -1.425200  -0.1996
211 C -1.244275 -8.553724 -0.119842  -0.1865
212 C -1.181280 -7.074445 -0.420659  -0.2184
213 N -2.368953 -6.568166 -1.014715  -0.0350
214 C -2.331472 -5.467293 -1.907383  -0.2373
215 C -3.490240 -4.583263 -1.715916  -0.1482
216 O -3.282979 -3.759008 -0.500010  -0.2318
217 C -4.432929 -3.114719 -0.035945  -0.1159
218 H -1.890340 -11.072903 -0.657573  0.0860
219 H -0.219416 -10.934482 -1.135626  0.0737
220 H -1.392125 -10.850947 -2.417859  0.0854
221 H -0.285578 -8.808307 0.334573  0.1232
222 H -2.173412 -8.765672 0.447973  0.1013
223 H -0.293272 -6.855027 -1.021405  0.1157
224 H -0.949839 -6.570827 0.519078  0.1045
225 H -3.084752 -6.475430 -0.326965  0.0640
226 H -2.334148 -5.843043 -2.931742  0.1193
227 H -1.358391 -4.936348 -1.947041  0.1072
228 H -4.403721 -5.190611 -1.555630  0.1102
229 H -3.688947 -3.856389 -2.513457  0.1312
230 H -4.246782 -2.647577 0.965785  0.0774
231 H -5.288514 -3.816019 0.038565  0.0910
232 H -4.715208 -2.307545 -0.722781  0.0835
233 C -9.106418 5.819074 1.319507  -0.1203
234 O -9.458874 4.452699 1.361147  -0.1963
235 C -9.001550 3.915296 2.631771  -0.2009
236 C -7.552709 3.519581 2.633961  -0.2408
237 N -7.270945 2.392016 1.822960  -0.0342
238 C -7.309926 2.619454 0.393494  -0.1861
239 C -6.373406 1.551380 -0.250200  -0.2054
240 O -5.073763 1.974883 0.119771  -0.2135
241 C -4.053712 1.165244 -0.471609  -0.0779
242 H -9.487127 6.351378 2.196556  0.0854
243 H -9.579182 6.264610 0.424915  0.0977
244 H -8.040140 5.843235 1.285713  0.0637
245 H -9.643576 3.068417 2.777877  0.1194
246 H -9.116543 4.595946 3.465049  0.1103
247 H -7.304225 3.321220 3.672152  0.1216
248 H -6.982414 4.396508 2.370884  0.1082
249 H -6.337876 2.098462 2.081238  0.0738
250 H -6.922779 3.529403 0.000226  0.1055
251 H -8.319289 2.566583 -0.025897  0.1173
252 H -6.425007 1.582132 -1.339556  0.1181
253 H -6.593287 0.577658 0.177406  0.1152
254 H -4.225068 0.134647 -0.142501  0.0711
255 H -3.098609 1.593119 -0.173510  0.0894
256 H -4.219430 1.146183 -1.548766  0.0659
257 C -3.304395 -3.332936 3.605571  -0.0995
258 O -3.754831 -4.634601 3.324760  -0.1781
259 C -2.676648 -5.502492 3.132541  -0.2473
260 C -3.242886 -6.842271 2.803735  -0.2340
261 N -4.100752 -6.867759 1.663941  -0.0571
262 C -4.774682 -8.175469 1.462834  -0.1871
263 C -5.675706 -8.088867 0.276972  -0.2679
264 O -6.556715 -7.033856 0.387259  -0.1988
265 C -7.152859 -6.507885 -0.820525  -0.0612
266 H -2.597897 -3.061655 2.828716  0.0625
267 H -2.898310 -3.312373 4.624437  0.0987
268 H -4.089494 -2.576304 3.592741  0.0669
269 H -2.015362 -5.571479 4.020389  0.1353
270 H -2.088442 -5.145615 2.258460  0.1243
271 H -3.785156 -7.172075 3.695423  0.1221
272 H -2.358974 -7.513200 2.560328  0.1342
273 H -4.742665 -6.098032 1.600452  0.1040
274 H -5.390456 -8.454759 2.352389  0.1267
275 H -3.945814 -8.905905 1.412292  0.1081
276 H -6.256698 -9.000796 0.056448  0.1327
277 H -4.971388 -7.880452 -0.559366  0.1211
278 H -6.378423 -6.311191 -1.564173  0.0704
279 H -7.711314 -5.647977 -0.510746  0.0836
280 H -7.772704 -7.265072 -1.297546  0.0841

Forces on atoms 1 to 6 (eV/Å):
C -1.0 -0.3 0.0
C 0.1 -0.2 0.6
C -1.2 0.8 0.2
O -0.2 -0.4 -0.7
C 1.1 0.6 0.9
N 0.5 0.1 -0.4

Properties
F_max   2.73 eV Å⁻¹
Frontier orbital gap   8.65 eV
ΔE to the lowest compared entry with this formula, charge and spin   6.1 kcal per mole
Total charge   0